Entry 1:
Molecular formula: C28H31CoN6O4
Method: DFT, ωB97M-V/def2-TZVPD

ORCA input file:
```
! wB97M-V def2-TZVPD RIJCOSX def2/J DEFGRID3
* xyz -1 4
Co 0.3496 -0.6048 0.1619
C -1.0949 1.8228 -2.8839
C -0.8884 2.7179 -1.6612
C 0.3590 2.3942 -0.8240
N 0.1697 1.4711 0.2774
C -0.1457 1.9111 1.4663
C -0.5633 3.2539 1.7116
C -0.9179 3.9201 2.8683
C -0.9830 3.4957 4.1885
C -0.6466 2.2238 4.6331
C -0.1820 1.1215 3.9459
C 0.0861 0.8972 2.5654
N 0.6132 -0.2145 2.1336
C 1.3351 -1.1198 2.9966
C 2.4756 -1.8069 2.2185
C 3.1882 -0.9342 1.1769
N 2.3942 -0.8710 -0.0294
C 2.9008 -0.6345 -1.1972
C 4.2461 -0.1908 -1.4019
C 5.0291 -0.1827 -2.5335
C 4.7570 -0.6433 -3.8182
C 3.5290 -1.1355 -4.2436
C 2.3001 -1.1787 -3.6181
C 1.8984 -0.7573 -2.3131
N 0.6606 -0.5850 -1.9404
C -0.4247 -0.6638 -2.8949
C -1.5093 0.3696 -2.6008
H -0.1719 1.8274 -3.4745
H -1.8572 2.2930 -3.5129
H -1.7761 2.6861 -1.0223
H -0.7996 3.7510 -2.0141
H 0.8042 3.3234 -0.4520
H 1.1016 1.9380 -1.4841
H -0.6286 3.8619 0.8190
H -1.2053 4.9567 2.7082
H -1.3188 4.2126 4.9271
H -0.7692 2.0626 5.7012
H -0.0082 0.2479 4.5613
H 0.6767 -1.8980 3.4039
H 1.7549 -0.5725 3.8498
H 2.0874 -2.6836 1.6973
H 3.2082 -2.1541 2.9532
H 4.1733 -1.3661 0.9625
H 3.3599 0.0737 1.5834
H 4.7173 0.1880 -0.5027
H 6.0306 0.2141 -2.3843
H 5.5675 -0.6323 -4.5362
H 3.5199 -1.5301 -5.2570
H 1.5072 -1.6155 -4.2102
H -0.8703 -1.6663 -2.8425
H -0.0824 -0.5169 -3.9253
H -1.8198 0.2660 -1.5612
H -2.3771 0.1124 -3.2155
C -3.5169 1.0311 0.7723
C -3.2237 -0.4210 0.6453
N -2.0339 -0.9730 0.5150
C -2.2438 -2.3248 0.4155
C -3.5809 -2.5934 0.4892
N -4.1867 -1.3706 0.6350
C -4.4219 -3.8112 0.4339
O -3.7875 -4.9498 0.3265
O -5.6315 -3.7033 0.5045
C -1.0910 -3.2693 0.2730
O -1.3601 -4.4942 0.2576
O 0.0369 -2.7413 0.1836
H -2.6080 1.5697 1.0249
H -4.2564 1.2137 1.5529
H -3.9044 1.4315 -0.1678
H -5.1846 -1.2611 0.7166
H -2.7658 -4.7886 0.2664
*
```

Calculated values
Relative energy (zero: lowest compared OMol25 entry of this formula, charge and spin)   0.0000 eV
Lowest unoccupied orbital energy (spin up / spin down)   2.61 / 2.61 eV
Highest occupied orbital energy (spin up / spin down)   -3.992 / -3.980 eV

Entry 2:
Molecular formula: C28H31IN2OReSTe
Method: DFT, ωB97M-V/def2-TZVPD

ORCA input file:
```
! wB97M-V def2-TZVPD RIJCOSX def2/J DEFGRID3
* xyz 2 2
Re 0.0073 1.6076 -0.4574
C 0.3866 -0.5396 6.0377
C -0.4458 0.5543 5.3498
C 0.4676 1.7429 5.0460
C -1.5621 1.0242 6.2927
C -1.0643 -0.0282 4.0858
C -1.9828 -1.0895 4.1941
C -2.5706 -1.6868 3.0983
C -2.2283 -1.2057 1.8398
S -2.7604 -1.7532 0.2682
C -1.7785 -0.5977 -0.4814
N -1.0916 0.1960 0.3776
C -1.3255 -0.1536 1.7073
C -0.7397 0.4385 2.8193
C -1.5365 -0.3810 -1.8872
C -2.1491 -1.0734 -2.9255
C -1.7593 -0.7984 -4.2270
C -0.7617 0.1393 -4.4791
C -0.1544 0.8344 -3.4434
C -0.5411 0.6158 -2.1195
H 0.8156 -0.1494 6.9601
H 1.2037 -0.8719 5.3964
H -0.2177 -1.4081 6.2956
H 0.8618 2.1414 5.9792
H -0.0713 2.5515 4.5492
H 1.3232 1.4537 4.4333
H -1.1226 1.4468 7.1955
H -2.2139 0.2081 6.5992
H -2.1759 1.7933 5.8226
H -2.2373 -1.4605 5.1760
H -3.2682 -2.5034 3.2177
H -0.0342 1.2479 2.6907
H -2.9065 -1.8213 -2.7321
H -2.2210 -1.3254 -5.0497
H -0.4566 0.3266 -5.4995
H 0.6243 1.5546 -3.6690
N -1.9143 5.2871 -1.0226
C -1.7532 4.0174 -1.2956
O -0.7431 3.4214 -0.7903
C -2.7392 3.2899 -2.1373
I -4.1932 2.4327 -0.8164
H -1.2545 5.7688 -0.4266
H -2.7033 5.8045 -1.3815
H -2.2534 2.4702 -2.6590
H -3.2482 3.9468 -2.8359
C 3.0420 -3.9326 -4.5669
C 2.8486 -2.8216 -3.5865
C 3.3605 -1.5482 -3.8244
C 3.2057 -0.5151 -2.9147
C 3.7770 0.8322 -3.2339
C 2.4991 -0.7727 -1.7288
Te 2.3772 0.8138 -0.3150
C 1.9734 -2.0384 -1.4508
C 1.2659 -2.4012 -0.1806
C 2.1565 -3.0394 -2.3988
H 3.5712 -3.5930 -5.4542
H 2.0823 -4.3469 -4.8768
H 3.6177 -4.7426 -4.1170
H 3.8984 -1.3576 -4.7440
H 4.2808 0.8110 -4.1974
H 4.5117 1.1469 -2.4888
H 3.0007 1.6001 -3.2797
H 0.9263 -1.5329 0.3818
H 1.9308 -2.9689 0.4725
H 0.4070 -3.0365 -0.3980
H 1.7563 -4.0250 -2.1943
*
```

Calculated values
Relative energy (zero: lowest compared OMol25 entry of this formula, charge and spin)   0.5408 eV
Lowest unoccupied orbital energy (spin up / spin down)   -7.64 / -7.60 eV
Highest occupied orbital energy (spin up / spin down)   -13.699 / -13.686 eV

Entry 3:
Molecular formula: C28H31IrN2O2S
Method: DFT, ωB97M-V/def2-TZVPD

ORCA input file:
```
! wB97M-V def2-TZVPD RIJCOSX def2/J DEFGRID3
* xyz 2 5
Ir 0.7150 0.0741 0.4307
C 4.0822 1.6632 -0.5897
C 3.0876 1.3058 0.4678
C 2.0208 2.1854 0.7958
C 1.7096 3.3700 -0.0630
C 1.3160 2.0077 2.0193
C 0.4720 3.0927 2.5885
C 1.4449 0.7721 2.7207
C 0.6188 0.5523 3.9472
C 2.4344 -0.1788 2.3168
C 2.6196 -1.4298 3.1187
C 3.3333 0.1526 1.2664
C 4.6095 -0.5955 1.0534
H 4.0989 0.9273 -1.3918
H 5.0823 1.6783 -0.1574
H 3.9024 2.6396 -1.0230
H 2.2538 4.2503 0.2823
H 0.6436 3.5822 -0.0244
H 1.9753 3.1897 -1.1006
H -0.5803 2.8076 2.5713
H 0.5790 4.0260 2.0484
H 0.7483 3.2692 3.6275
H -0.4078 0.3089 3.6724
H 0.5728 1.4598 4.5424
H 1.0081 -0.2401 4.5741
H 3.1935 -1.2084 4.0202
H 3.1470 -2.1985 2.5659
H 1.6636 -1.8447 3.4228
H 4.6755 -1.0262 0.0556
H 4.7696 -1.3778 1.7854
H 5.4455 0.1006 1.1431
C -4.4378 2.1148 -5.3628
C -3.8567 1.7483 -4.0460
C -4.6993 1.4675 -2.9648
C -4.1774 1.1654 -1.7233
C -2.8029 1.1378 -1.5589
C -1.9420 1.3929 -2.6159
C -2.4728 1.6955 -3.8546
S -2.1300 0.8758 0.0541
O -3.1087 0.9126 1.0871
O -0.9537 1.7407 0.2088
N -1.3215 -0.5774 0.0749
C -1.6802 -1.8484 -0.0503
C -2.9832 -2.3397 -0.2146
C -3.1988 -3.7076 -0.2991
C -2.1560 -4.6110 -0.2383
C -0.8181 -4.1635 -0.1151
C 0.3032 -5.0172 -0.0941
C 1.5610 -4.4689 0.0064
C 1.6970 -3.0798 0.0868
N 0.6675 -2.2524 0.0940
C -0.5743 -2.7737 -0.0130
H -5.3586 1.5675 -5.5474
H -3.7372 1.9369 -6.1727
H -4.6910 3.1771 -5.3623
H -5.7694 1.5049 -3.1027
H -4.8114 0.9839 -0.8702
H -0.8748 1.3788 -2.4486
H -1.8155 1.9148 -4.6821
H -3.8089 -1.6459 -0.2440
H -4.2096 -4.0686 -0.4156
H -2.3561 -5.6707 -0.2872
H 0.1673 -6.0843 -0.1691
H 2.4416 -5.0894 0.0179
H 2.6755 -2.6291 0.1369
*
```

Calculated values
Lowest unoccupied orbital energy (spin up / spin down)   -6.47 / -8.84 eV
Highest occupied orbital energy (spin up / spin down)   -13.866 / -14.609 eV

Copy entry 2 word for word.
Molecular formula: C28H31IN2OReSTe
Method: DFT, ωB97M-V/def2-TZVPD

ORCA input file:
```
! wB97M-V def2-TZVPD RIJCOSX def2/J DEFGRID3
* xyz 2 2
Re 0.0073 1.6076 -0.4574
C 0.3866 -0.5396 6.0377
C -0.4458 0.5543 5.3498
C 0.4676 1.7429 5.0460
C -1.5621 1.0242 6.2927
C -1.0643 -0.0282 4.0858
C -1.9828 -1.0895 4.1941
C -2.5706 -1.6868 3.0983
C -2.2283 -1.2057 1.8398
S -2.7604 -1.7532 0.2682
C -1.7785 -0.5977 -0.4814
N -1.0916 0.1960 0.3776
C -1.3255 -0.1536 1.7073
C -0.7397 0.4385 2.8193
C -1.5365 -0.3810 -1.8872
C -2.1491 -1.0734 -2.9255
C -1.7593 -0.7984 -4.2270
C -0.7617 0.1393 -4.4791
C -0.1544 0.8344 -3.4434
C -0.5411 0.6158 -2.1195
H 0.8156 -0.1494 6.9601
H 1.2037 -0.8719 5.3964
H -0.2177 -1.4081 6.2956
H 0.8618 2.1414 5.9792
H -0.0713 2.5515 4.5492
H 1.3232 1.4537 4.4333
H -1.1226 1.4468 7.1955
H -2.2139 0.2081 6.5992
H -2.1759 1.7933 5.8226
H -2.2373 -1.4605 5.1760
H -3.2682 -2.5034 3.2177
H -0.0342 1.2479 2.6907
H -2.9065 -1.8213 -2.7321
H -2.2210 -1.3254 -5.0497
H -0.4566 0.3266 -5.4995
H 0.6243 1.5546 -3.6690
N -1.9143 5.2871 -1.0226
C -1.7532 4.0174 -1.2956
O -0.7431 3.4214 -0.7903
C -2.7392 3.2899 -2.1373
I -4.1932 2.4327 -0.8164
H -1.2545 5.7688 -0.4266
H -2.7033 5.8045 -1.3815
H -2.2534 2.4702 -2.6590
H -3.2482 3.9468 -2.8359
C 3.0420 -3.9326 -4.5669
C 2.8486 -2.8216 -3.5865
C 3.3605 -1.5482 -3.8244
C 3.2057 -0.5151 -2.9147
C 3.7770 0.8322 -3.2339
C 2.4991 -0.7727 -1.7288
Te 2.3772 0.8138 -0.3150
C 1.9734 -2.0384 -1.4508
C 1.2659 -2.4012 -0.1806
C 2.1565 -3.0394 -2.3988
H 3.5712 -3.5930 -5.4542
H 2.0823 -4.3469 -4.8768
H 3.6177 -4.7426 -4.1170
H 3.8984 -1.3576 -4.7440
H 4.2808 0.8110 -4.1974
H 4.5117 1.1469 -2.4888
H 3.0007 1.6001 -3.2797
H 0.9263 -1.5329 0.3818
H 1.9308 -2.9689 0.4725
H 0.4070 -3.0365 -0.3980
H 1.7563 -4.0250 -2.1943
*
```

Calculated values
Relative energy (zero: lowest compared OMol25 entry of this formula, charge and spin)   0.5408 eV
Lowest unoccupied orbital energy (spin up / spin down)   -7.64 / -7.60 eV
Highest occupied orbital energy (spin up / spin down)   -13.699 / -13.686 eV

Repeat the first record exactly.
Molecular formula: C28H31CoN6O4
Method: DFT, ωB97M-V/def2-TZVPD

ORCA input file:
```
! wB97M-V def2-TZVPD RIJCOSX def2/J DEFGRID3
* xyz -1 4
Co 0.3496 -0.6048 0.1619
C -1.0949 1.8228 -2.8839
C -0.8884 2.7179 -1.6612
C 0.3590 2.3942 -0.8240
N 0.1697 1.4711 0.2774
C -0.1457 1.9111 1.4663
C -0.5633 3.2539 1.7116
C -0.9179 3.9201 2.8683
C -0.9830 3.4957 4.1885
C -0.6466 2.2238 4.6331
C -0.1820 1.1215 3.9459
C 0.0861 0.8972 2.5654
N 0.6132 -0.2145 2.1336
C 1.3351 -1.1198 2.9966
C 2.4756 -1.8069 2.2185
C 3.1882 -0.9342 1.1769
N 2.3942 -0.8710 -0.0294
C 2.9008 -0.6345 -1.1972
C 4.2461 -0.1908 -1.4019
C 5.0291 -0.1827 -2.5335
C 4.7570 -0.6433 -3.8182
C 3.5290 -1.1355 -4.2436
C 2.3001 -1.1787 -3.6181
C 1.8984 -0.7573 -2.3131
N 0.6606 -0.5850 -1.9404
C -0.4247 -0.6638 -2.8949
C -1.5093 0.3696 -2.6008
H -0.1719 1.8274 -3.4745
H -1.8572 2.2930 -3.5129
H -1.7761 2.6861 -1.0223
H -0.7996 3.7510 -2.0141
H 0.8042 3.3234 -0.4520
H 1.1016 1.9380 -1.4841
H -0.6286 3.8619 0.8190
H -1.2053 4.9567 2.7082
H -1.3188 4.2126 4.9271
H -0.7692 2.0626 5.7012
H -0.0082 0.2479 4.5613
H 0.6767 -1.8980 3.4039
H 1.7549 -0.5725 3.8498
H 2.0874 -2.6836 1.6973
H 3.2082 -2.1541 2.9532
H 4.1733 -1.3661 0.9625
H 3.3599 0.0737 1.5834
H 4.7173 0.1880 -0.5027
H 6.0306 0.2141 -2.3843
H 5.5675 -0.6323 -4.5362
H 3.5199 -1.5301 -5.2570
H 1.5072 -1.6155 -4.2102
H -0.8703 -1.6663 -2.8425
H -0.0824 -0.5169 -3.9253
H -1.8198 0.2660 -1.5612
H -2.3771 0.1124 -3.2155
C -3.5169 1.0311 0.7723
C -3.2237 -0.4210 0.6453
N -2.0339 -0.9730 0.5150
C -2.2438 -2.3248 0.4155
C -3.5809 -2.5934 0.4892
N -4.1867 -1.3706 0.6350
C -4.4219 -3.8112 0.4339
O -3.7875 -4.9498 0.3265
O -5.6315 -3.7033 0.5045
C -1.0910 -3.2693 0.2730
O -1.3601 -4.4942 0.2576
O 0.0369 -2.7413 0.1836
H -2.6080 1.5697 1.0249
H -4.2564 1.2137 1.5529
H -3.9044 1.4315 -0.1678
H -5.1846 -1.2611 0.7166
H -2.7658 -4.7886 0.2664
*
```

Calculated values
Relative energy (zero: lowest compared OMol25 entry of this formula, charge and spin)   0.0000 eV
Lowest unoccupied orbital energy (spin up / spin down)   2.61 / 2.61 eV
Highest occupied orbital energy (spin up / spin down)   -3.992 / -3.980 eV